Version A
C2H5NO | ωB97M-V/def2-TZVPD

- Net charge: 0
- Lowest unoccupied orbital energy: 0.86 eV

Last column: Mulliken charge in e.
Positions of all 9 atoms, in Å:
C  -1.279  -0.489  0.022  0.023
C  0.937  0.604  0.031  -0.862
N  0.066  -0.539  0.030  -0.168
O  -1.992  0.483  0.109  -0.532
H  -1.854  -1.436  0.037  0.357
H  1.888  0.316  -0.201  0.400
H  0.586  1.425  -0.731  0.243
H  1.067  0.968  1.028  0.277
H  0.581  -1.332  -0.324  0.262

---

Version B
C2H5NO | ωB97M-V/def2-TZVPD

- Net charge: 0
- Lowest unoccupied orbital energy: 1.08 eV

Last column: Mulliken charge in e.
Positions of all 9 atoms, in Å:
C  -1.232  0.328  -0.697  -0.267
N  -1.355  -0.672  0.056  -0.476
H  -0.464  0.363  -1.461  0.294
H  -1.795  1.248  -0.516  0.245
H  -2.195  -0.675  0.626  0.229
O  2.201  0.826  -0.082  -0.408
C  1.763  -0.134  0.480  -0.097
H  1.934  -0.354  1.552  0.225
H  1.144  -0.930  0.043  0.254

---

Version C
C2H5NO | ωB97M-V/def2-TZVPD

- Net charge: 0
- Lowest unoccupied orbital energy: 1.24 eV

Last column: Mulliken charge in e.
Positions of all 9 atoms, in Å:
C  -1.477  0.072  -0.023  -0.424
C  1.921  -0.102  0.023  -0.357
H  -2.243  -0.547  -0.646  0.190
H  -1.367  1.181  -0.352  0.274
H  -1.926  0.161  1.021  0.213
H  2.015  -1.209  -0.157  0.279
H  2.619  0.643  0.006  0.319
N  0.714  0.366  0.037  -0.403
O  -0.256  -0.564  0.092  -0.091

---

What is the stability order? It is version A, version B, version C, from most stable to least stable.

---

Version A
C2H5NO | ωB97M-V/def2-TZVPD

- Net charge: 0
- Lowest unoccupied orbital energy: 0.93 eV

Last column: Mulliken charge in e.
Positions of all 9 atoms, in Å:
C  1.746  0.144  0.049  -0.772
C  -0.711  0.361  -0.032  0.089
H  1.828  0.558  1.043  0.312
H  1.900  0.908  -0.717  0.277
H  2.466  -0.682  -0.074  0.290
H  0.293  -1.480  0.167  0.289
H  -0.532  1.444  -0.040  0.304
N  0.380  -0.437  -0.126  -0.223
O  -1.853  -0.090  0.050  -0.565

---

Version B
C2H5NO | ωB97M-V/def2-TZVPD

- Net charge: 0
- Lowest unoccupied orbital energy: 0.83 eV

Last column: Mulliken charge in e.
Positions of all 9 atoms, in Å:
N  -1.880  1.014  -1.632  -0.555
C  -1.081  0.559  -0.861  0.480
C  0.000  0.000  0.000  -0.748
H  0.905  -0.262  -0.573  0.279
H  -0.351  -0.899  0.534  0.264
H  0.265  0.770  0.744  0.267
O  -1.819  2.718  0.139  -0.693
H  -1.760  3.700  0.142  0.309
H  -1.985  2.482  -0.801  0.398

---

What is the stability order? It is version A, version B, from most stable to least stable.

---

Version A
CH2N2O2S | ωB97M-V/def2-TZVPD

- Net charge: 0
- Lowest unoccupied orbital energy (spin up / spin down): -0.51 / -1.77 eV

Last column: Mulliken charge in e.
Positions of all 8 atoms, in Å:
C  1.959  0.490  0.554  0.141
N  0.892  0.274  -1.653  -0.407
N  1.341  0.237  -0.609  0.470
O  -2.604  -1.073  -0.436  -0.405
O  2.218  -0.209  1.498  -0.446
S  -2.998  -0.477  1.079  0.043
H  2.484  1.530  0.612  0.244
H  -3.291  -0.773  -1.045  0.359

---

Version B
CH2N2O2S | ωB97M-V/def2-TZVPD

- Net charge: 0
- Lowest unoccupied orbital energy: -0.34 eV

Last column: Mulliken charge in e.
Positions of all 8 atoms, in Å:
C  -0.934  -0.128  -0.067  -0.494
N  -0.729  1.088  0.134  0.455
N  -0.168  2.020  0.395  -0.341
O  1.313  -1.466  0.858  -0.473
O  1.921  0.497  -0.438  -0.488
S  1.190  -0.781  -0.410  0.684
H  -1.458  -0.659  0.634  0.352
H  -1.134  -0.570  -1.105  0.307

---

What is the stability order? It is version B, version A, from most stable to least stable.

---

Version A
CH2N2O2S | ωB97M-V/def2-TZVPD

- Net charge: 0
- Lowest unoccupied orbital energy: 0.06 eV

Last column: Mulliken charge in e.
Positions of all 8 atoms, in Å:
C  -1.748  -1.023  -0.204  0.490
N  -2.606  -1.508  0.312  -0.373
N  1.140  1.088  -0.170  -0.454
O  -0.829  -0.481  -0.916  -0.404
O  0.334  -0.802  1.274  -0.464
S  0.761  -0.516  -0.047  0.638
H  1.309  1.815  0.689  0.306
H  1.638  1.425  -0.937  0.261

---

Version B
CH2N2O2S | ωB97M-V/def2-TZVPD

- Net charge: 0
- Lowest unoccupied orbital energy (spin up / spin down): -1.15 / 0.45 eV

Last column: Mulliken charge in e.
Positions of all 8 atoms, in Å:
C  0.180  -0.142  -0.374  -0.103
N  0.878  0.677  -1.285  0.171
N  1.515  0.591  -2.212  -0.379
O  1.621  -1.599  1.715  -0.435
O  0.352  -1.547  -0.512  -0.301
S  1.464  -2.332  0.458  0.493
H  0.462  0.135  0.683  0.346
H  -0.816  0.040  -0.869  0.209

---

Version C
CH2N2O2S | ωB97M-V/def2-TZVPD

- Net charge: 0
- Lowest unoccupied orbital energy (spin up / spin down): -1.34 / -1.34 eV

Last column: Mulliken charge in e.
Positions of all 8 atoms, in Å:
C  0.208  -0.023  -0.047  -0.360
N  0.811  1.421  0.305  -0.277
N  1.936  1.705  0.202  0.454
O  1.917  -2.025  0.729  -0.424
O  2.978  1.197  -0.222  -0.417
S  1.589  -1.130  -0.383  0.378
H  -0.395  -0.402  0.693  0.320
H  -0.243  0.249  -0.922  0.326

---

Version D
CH2N2O2S | ωB97M-V/def2-TZVPD

- Net charge: 0
- Lowest unoccupied orbital energy (spin up / spin down): -0.44 / -0.26 eV

Last column: Mulliken charge in e.
Positions of all 8 atoms, in Å:
C  0.371  -0.087  -0.021  -0.082
N  0.660  -1.470  -0.116  0.007
N  1.721  -1.937  0.139  -0.273
O  3.569  0.446  -0.840  -0.419
O  1.434  0.748  0.392  -0.315
S  2.969  0.102  0.416  0.485
H  0.010  0.216  -0.894  0.313
H  -0.511  -0.119  0.623  0.283

---

What is the stability order? It is version A, version D, version B, version C, from most stable to least stable.

---

Version A
C8H10N2 | ωB97M-V/def2-TZVPD

- Net charge: 0
- Lowest unoccupied orbital energy: 0.79 eV

Last column: Mulliken charge in e.
Positions of all 20 atoms, in Å:
C  3.140  -0.620  -0.278  -0.386
C  1.967  -0.720  -0.898  -0.371
C  1.677  0.368  0.923  -0.038
C  -1.185  1.526  -0.331  -0.690
C  -1.409  -0.507  -1.219  -0.590
C  -1.623  0.153  0.115  0.545
C  -0.351  0.274  -0.611  0.304
C  -1.920  -0.406  1.416  -1.174
N  2.984  0.131  0.877  -0.639
N  0.997  -0.049  -0.176  0.158
H  3.999  -0.795  -0.888  0.344
H  1.798  -1.033  -1.890  0.375
H  1.177  0.685  1.765  0.421
H  -1.428  2.159  -1.243  0.194
H  -0.816  2.248  0.498  0.225
H  -1.379  -1.672  -1.118  0.211
H  -1.768  -0.131  -2.140  0.228
H  -1.659  -1.477  1.460  0.310
H  -2.979  -0.190  1.625  0.332
H  -1.222  0.054  2.112  0.242

---

Version B
C8H10N2 | ωB97M-V/def2-TZVPD

- Net charge: 0
- Lowest unoccupied orbital energy: 0.17 eV

Last column: Mulliken charge in e.
Positions of all 20 atoms, in Å:
C  0.036  -0.123  -2.143  -0.709
C  -1.524  -0.111  0.929  -0.515
C  1.147  0.495  -1.561  -0.193
C  -0.275  -0.550  1.186  0.309
C  -1.999  -0.548  -0.386  -0.657
C  0.822  0.160  1.916  -0.628
C  1.556  1.017  0.829  -0.487
C  -0.622  -1.031  -1.044  0.234
N  1.633  0.181  -0.372  -0.281
N  0.282  -1.174  0.058  -0.550
H  -0.199  -0.253  -3.265  0.305
H  -2.145  0.411  1.663  0.405
H  1.687  1.209  -2.162  0.426
H  -2.765  -1.311  -0.252  0.319
H  -2.491  0.229  -1.062  0.308
H  0.560  0.720  2.839  0.412
H  1.379  -0.697  2.404  0.278
H  1.061  1.964  0.728  0.299
H  2.595  1.383  1.228  0.304
H  -0.738  -1.970  -1.530  0.422

---

What is the stability order? It is version A, version B, from most stable to least stable.

---

Version A
C8H10N2 | ωB97M-V/def2-TZVPD

- Net charge: 0
- Lowest unoccupied orbital energy: 0.68 eV

Last column: Mulliken charge in e.
Positions of all 20 atoms, in Å:
C  1.429  -1.018  -0.048  0.576
C  0.440  1.822  -0.759  -0.110
C  -0.823  1.498  -0.533  -0.416
C  1.540  1.532  0.143  0.094
C  -1.411  0.728  0.590  -0.396
C  -0.424  -0.271  1.345  -1.093
C  0.206  -1.238  0.255  0.279
C  -0.776  -1.854  -0.645  -1.245
N  2.614  -1.209  -0.167  -0.634
N  2.525  1.492  0.721  -0.426
H  0.763  2.374  -1.736  0.270
H  -1.548  1.728  -1.332  0.377
H  -1.704  1.541  1.289  0.365
H  -2.388  0.105  0.403  0.279
H  0.324  0.410  1.869  0.405
H  -0.912  -0.816  2.099  0.454
H  -0.381  -2.804  -1.227  0.343
H  -1.132  -1.116  -1.409  0.233
H  -1.530  -2.289  -0.075  0.354
H  3.188  -0.616  -0.781  0.291

---

Version B
C8H10N2 | ωB97M-V/def2-TZVPD

- Net charge: 0
- Lowest unoccupied orbital energy: 1.07 eV

Last column: Mulliken charge in e.
Positions of all 20 atoms, in Å:
C  -2.652  0.872  0.358  -1.116
C  -1.408  0.713  -0.140  0.713
C  -1.289  -0.684  -0.401  0.305
C  -0.246  1.561  -0.188  -0.785
C  0.421  -0.874  -0.656  -0.240
C  0.918  0.608  -0.622  -0.293
C  1.342  -0.419  0.441  0.158
C  2.833  -0.867  0.331  -1.415
N  -2.396  -1.296  -0.174  -0.823
N  -3.288  -0.344  0.231  0.132
H  -3.276  1.602  0.782  0.477
H  -0.226  2.276  -1.010  0.294
H  0.105  2.110  0.670  0.266
H  0.839  -1.627  -1.399  0.332
H  1.701  0.751  -1.392  0.411
H  0.940  -0.470  1.537  0.319
H  2.973  -1.732  -0.298  0.369
H  3.176  -1.249  1.318  0.321
H  3.592  -0.184  -0.081  0.342
H  -4.059  -0.745  0.690  0.232

---

What is the stability order? It is version B, version A, from most stable to least stable.

---

Version A
C2H6IOP | ωB97M-V/def2-TZVPD

- Net charge: 0
- Lowest unoccupied orbital energy: -0.35 eV

Last column: Mulliken charge in e.
Positions of all 11 atoms, in Å:
C  -0.922  -0.978  -0.053  -0.962
C  -0.360  0.284  -0.574  -0.477
O  1.330  2.255  -0.122  -0.603
P  0.998  0.892  0.372  0.295
I  2.822  -0.657  0.191  -0.009
H  -1.919  -0.890  -0.286  0.325
H  -0.538  -1.915  -0.487  0.314
H  -0.630  -1.065  1.019  0.266
H  -1.025  1.193  -0.554  0.334
H  -0.165  0.220  -1.628  0.387
H  0.409  0.661  2.123  0.130

---

Version B
C2H6IOP | ωB97M-V/def2-TZVPD

- Net charge: 0
- Lowest unoccupied orbital energy: -0.67 eV

Last column: Mulliken charge in e.
Positions of all 11 atoms, in Å:
C  1.151  -0.687  -0.113  -1.207
C  0.235  0.118  0.783  -0.325
O  -1.565  2.187  0.125  -0.560
P  -1.129  0.849  -0.227  0.305
I  -2.947  -0.762  -0.202  -0.013
H  1.563  -0.048  -0.893  0.383
H  1.974  -1.113  0.458  0.331
H  0.600  -1.495  -0.589  0.315
H  0.756  0.952  1.262  0.326
H  -0.217  -0.507  1.558  0.356
H  -0.422  0.506  -2.161  0.090

---

What is the stability order? It is version A, version B, from most stable to least stable.